C10H30O5S5 | ωB97M-V with the def2-TZVPD basis set

LUMO level	0.01941	Eh
gap between HOMO and LUMO	9.12	eV
energy above the lowest of the compared OMol25 structures with the same formula, charge and spin	27.01	kcal per mole

ORCA input file:
```
! RIJCOSX wB97M-V def2-TZVPD def2/J DEFGRID3
* xyz 0 1
C -4.083 2.223 -1.214
S -4.661 1.133 -2.557
O -5.033 1.889 -3.815
C -2.975 0.593 -3.066
H -3.300 2.957 -1.403
H -3.724 1.695 -0.331
H -4.919 2.898 -1.033
H -2.399 0.200 -2.228
H -2.389 1.416 -3.474
H -3.238 -0.178 -3.791
C -3.056 -1.962 1.164
S -1.935 -3.087 0.267
O -1.210 -4.041 1.280
C -3.171 -4.104 -0.574
H -2.492 -1.321 1.842
H -3.874 -2.521 1.618
H -3.473 -1.237 0.465
H -3.982 -3.499 -0.978
H -3.589 -4.906 0.034
H -2.644 -4.596 -1.392
C 1.271 -0.261 0.038
S -0.079 0.974 0.248
O -1.475 0.383 0.448
C -0.061 1.496 -1.484
H 1.968 0.174 -0.679
H 0.894 -1.085 -0.568
H 1.499 -0.738 0.991
H -0.824 2.273 -1.514
H -0.350 0.743 -2.218
H 0.897 1.974 -1.689
C 6.215 -0.592 -0.208
S 4.874 -0.715 -1.433
O 4.400 0.711 -1.596
C 5.928 -0.826 -2.909
H 6.075 -1.337 0.575
H 6.353 0.411 0.196
H 7.199 -0.892 -0.569
H 6.581 0.045 -2.949
H 5.252 -0.724 -3.758
H 6.451 -1.780 -2.973
C -0.914 1.137 3.782
S 0.750 0.713 4.426
O 1.628 0.204 3.235
C 1.298 2.443 4.703
H -1.308 0.179 3.444
H -0.920 1.769 2.894
H -1.644 1.448 4.529
H 1.431 2.897 3.721
H 2.238 2.447 5.255
H 0.520 2.975 5.251
*
```

The molecule's Löwdin atomic charges, reported in e, are given here:
1. C -0.279
2. S 0.842
3. O -0.571
4. C -0.258
5. H 0.049
6. H 0.037
7. H 0.041
8. H 0.018
9. H 0.058
10. H 0.043
11. C -0.273
12. S 0.833
13. O -0.586
14. C -0.278
15. H 0.022
16. H 0.057
17. H 0.034
18. H 0.049
19. H 0.058
20. H 0.041
21. C -0.231
22. S 0.859
23. O -0.589
24. C -0.267
25. H 0.022
26. H 0.050
27. H 0.039
28. H 0.034
29. H 0.050
30. H 0.060
31. C -0.260
32. S 0.840
33. O -0.587
34. C -0.271
35. H 0.041
36. H 0.062
37. H 0.044
38. H 0.060
39. H 0.046
40. H 0.051
41. C -0.273
42. S 0.871
43. O -0.589
44. C -0.261
45. H 0.028
46. H 0.032
47. H 0.056
48. H 0.054
49. H 0.045
50. H 0.047


C5H6O | ωB97M-V with the def2-TZVPD basis set

LUMO level	0.03891	Eh
SMILES string	Cc1ccoc1
gap between HOMO and LUMO	9.70	eV
energy above the lowest of the compared OMol25 structures with the same formula, charge and spin	42.81	kcal per mole

ORCA input file:
```
! RIJCOSX wB97M-V def2-TZVPD def2/J DEFGRID3
* xyz 0 1
C -0.688 -1.205 1.146
C -0.048 -0.322 0.121
C -0.096 1.110 0.219
C 0.421 1.580 -0.958
O 0.860 0.556 -1.714
C 0.632 -0.593 -1.005
H -0.971 -0.644 2.047
H -1.622 -1.591 0.720
H -0.060 -2.051 1.432
H 0.391 1.219 1.167
H 0.511 2.552 -1.427
H 1.101 -1.485 -1.381
*
```

The molecule's Löwdin atomic charges, reported in e, are given here:
1. C -0.047
2. C -0.310
3. C -0.061
4. C -0.110
5. O -0.001
6. C -0.078
7. H 0.080
8. H 0.083
9. H 0.077
10. H 0.120
11. H 0.122
12. H 0.125


C3H18N2O4 | ωB97M-V with the def2-TZVPD basis set

LUMO level	0.01292	Eh
SMILES string	CCNCN.O.O.O.O
gap between HOMO and LUMO	9.47	eV
energy above the lowest of the compared OMol25 structures with the same formula, charge and spin	26.21	kcal per mole

ORCA input file:
```
! RIJCOSX wB97M-V def2-TZVPD def2/J DEFGRID3
* xyz 0 1
C 1.663 2.113 0.764
C 0.407 1.500 1.291
N 0.115 0.119 0.816
C 0.257 -0.926 1.830
N -0.008 -2.236 1.275
H 1.756 3.058 1.312
H 1.670 2.013 -0.309
H 2.618 1.786 1.234
H 0.391 1.432 2.395
H -0.432 2.162 1.066
H 0.676 -0.015 -0.017
H -0.372 -0.546 2.651
H 1.310 -0.941 2.183
H -0.990 -2.338 1.020
H 0.417 -2.287 0.343
O 1.494 -2.189 -1.228
H 2.211 -1.778 -1.707
H 0.774 -2.074 -1.865
O -1.789 -1.805 -1.930
H -2.535 -1.248 -1.640
H -1.464 -2.246 -1.146
O -0.156 1.398 -2.829
H 0.517 1.662 -2.177
H -0.865 1.046 -2.283
O -2.898 0.792 -0.534
H -2.720 0.504 0.379
H -2.046 1.047 -0.891
*
```

The molecule's Löwdin atomic charges, reported in e, are given here:
1. C -0.098
2. C -0.301
3. N -0.092
4. C -0.322
5. N 0.014
6. H 0.082
7. H 0.054
8. H 0.086
9. H 0.112
10. H 0.097
11. H 0.072
12. H 0.116
13. H 0.118
14. H 0.055
15. H 0.015
16. O -0.046
17. H 0.052
18. H 0.042
19. O -0.055
20. H 0.030
21. H 0.001
22. O -0.040
23. H 0.023
24. H -0.002
25. O -0.054
26. H 0.048
27. H -0.007


C7H19BN | ωB97M-V with the def2-TZVPD basis set

LUMO level	-0.10299	Eh
SMILES string	CB[C@@](C)(CC)[NH+](C)C
gap between HOMO and LUMO	11.78	eV
energy above the lowest of the compared OMol25 structures with the same formula, charge and spin	18.90	kcal per mole

ORCA input file:
```
! RIJCOSX wB97M-V def2-TZVPD def2/J DEFGRID3
* xyz 1 1
C 1.440 1.486 -1.701
B 0.153 1.557 -0.830
C -0.126 0.446 0.288
C 0.655 1.267 1.349
C -1.555 0.266 0.728
C -2.638 -0.038 -0.223
N 0.725 -0.879 0.079
C 0.332 -1.633 -1.058
C 1.015 -1.683 1.336
H 2.421 1.206 -1.412
H 1.578 2.368 -2.340
H 1.145 0.750 -2.457
H -0.639 2.437 -0.992
H 1.774 1.055 1.285
H 0.369 0.896 2.367
H 0.310 2.362 1.454
H -1.658 -0.497 1.586
H -1.915 1.173 1.035
H -3.619 0.022 0.245
H -2.828 0.764 -0.920
H -2.662 -0.908 -0.777
H 1.616 -0.489 -0.091
H 0.493 -0.996 -1.929
H 0.981 -2.618 -1.116
H -0.686 -1.971 -0.955
H 1.626 -1.144 2.112
H 0.088 -2.090 1.880
H 1.747 -2.400 1.049
*
```

The molecule's Löwdin atomic charges, reported in e, are given here:
1. C -0.038
2. B -0.136
3. C -0.375
4. C -0.031
5. C -0.213
6. C -0.097
7. N -0.143
8. C 0.000
9. C 0.023
10. H 0.063
11. H 0.081
12. H 0.072
13. H 0.111
14. H 0.122
15. H 0.111
16. H 0.144
17. H 0.155
18. H 0.098
19. H 0.099
20. H 0.088
21. H 0.047
22. H 0.121
23. H 0.096
24. H 0.162
25. H 0.101
26. H 0.115
27. H 0.140
28. H 0.085


C8H14 | ωB97M-V with the def2-TZVPD basis set

LUMO level	0.03763	Eh
SMILES string	CC=C(C)C.C=C=C
gap between HOMO and LUMO	9.91	eV
energy above the lowest of the compared OMol25 structures with the same formula, charge and spin	95.46	kcal per mole

ORCA input file:
```
! RIJCOSX wB97M-V def2-TZVPD def2/J DEFGRID3
* xyz 0 1
C 0.253 -1.731 0.978
C 0.262 -0.235 0.967
C 1.127 0.458 0.243
C 1.751 -0.092 -1.009
C 1.259 1.952 0.226
H -0.634 -2.210 0.518
H 0.520 -2.157 1.913
H 1.057 -2.066 0.290
H -0.037 0.270 1.822
H 0.985 -0.393 -1.760
H 2.558 -0.955 -0.889
H 2.121 0.791 -1.465
H 0.732 2.450 -0.494
H 2.355 2.167 0.233
H 0.758 2.296 1.168
C -3.081 -0.864 0.403
C -2.288 -0.104 -0.305
C -1.793 0.692 -1.188
H -3.217 -1.860 0.008
H -3.631 -0.551 1.200
H -0.744 0.591 -1.282
H -2.278 1.295 -1.820
*
```

The molecule's Löwdin atomic charges, reported in e, are given here:
1. C -0.081
2. C -0.171
3. C -0.394
4. C -0.085
5. C -0.069
6. H 0.069
7. H 0.061
8. H 0.066
9. H 0.086
10. H 0.085
11. H 0.126
12. H 0.042
13. H 0.041
14. H 0.102
15. H 0.096
16. C 0.014
17. C -0.167
18. C 0.034
19. H 0.069
20. H 0.028
21. H 0.020
22. H 0.029


C6H16N2O | ωB97M-V with the def2-TZVPD basis set

LUMO level	0.02756	Eh
gap between HOMO and LUMO	7.82	eV
energy above the lowest of the compared OMol25 structures with the same formula, charge and spin	95.43	kcal per mole

ORCA input file:
```
! RIJCOSX wB97M-V def2-TZVPD def2/J DEFGRID3
* xyz 0 1
C -1.040 -0.281 -0.018
C -1.567 -1.664 -0.330
C -1.530 0.760 -1.001
C -1.294 0.098 1.426
C 0.951 -0.670 -0.138
N 1.281 -1.138 -1.407
O 1.398 -1.188 0.885
H 1.634 -2.085 -1.415
H 0.707 -0.836 -2.180
H -2.653 -1.726 -0.168
H -1.400 -1.933 -1.377
H -1.095 -2.415 0.308
H -1.121 1.751 -0.774
H -1.258 0.502 -2.030
H -2.622 0.873 -0.965
H -0.924 1.102 1.659
H -2.366 0.089 1.667
H -0.834 -0.628 2.102
C 2.039 1.438 -0.024
N 2.232 1.566 1.348
H 2.791 0.816 1.751
H 1.390 1.632 1.909
H 2.879 0.974 -0.535
H 1.704 2.355 -0.503
H 0.698 0.606 -0.189
*
```

The molecule's Löwdin atomic charges, reported in e, are given here:
1. C -0.476
2. C -0.091
3. C -0.083
4. C -0.078
5. C -0.586
6. N 0.109
7. O -0.025
8. H 0.103
9. H 0.084
10. H 0.086
11. H 0.072
12. H 0.087
13. H 0.075
14. H 0.075
15. H 0.090
16. H 0.072
17. H 0.086
18. H 0.083
19. C -0.126
20. N -0.010
21. H 0.084
22. H 0.075
23. H 0.089
24. H 0.076
25. H 0.129